DFT (ωB97M-V/def2-TZVPD) results for a structure of composition C23H33AsF6N2OS4Tc.

Last column: Mulliken charge in e.
Geometry (Å):
Tc (0.561, -0.811, -0.530)  0.59
As (0.528, -0.412, -4.201)  1.94
S (3.805, -4.298, 0.813)  -0.08
S (5.330, -2.204, -0.722)  0.00
S (1.280, -2.767, 0.380)  -0.14
S (2.864, -0.630, -1.148)  -0.16
F (0.763, -1.420, -2.642)  -0.74
F (1.970, -1.114, -4.765)  -0.47
F (-0.920, 0.159, -3.385)  -0.53
F (1.397, 0.838, -3.375)  -0.41
F (-0.421, -1.744, -4.748)  -0.49
F (0.238, 0.537, -5.572)  -0.45
O (6.408, -4.348, 0.380)  -0.44
N (-1.179, -2.064, -0.877)  0.93
N (-1.801, -2.095, -2.067)  -0.08
C (-1.221, 0.743, 3.464)  -1.52
C (-3.367, 0.276, -0.777)  -1.70
C (-0.447, -1.574, 3.115)  -1.49
C (2.524, 2.178, 0.405)  1.23
C (0.194, 1.475, -0.517)  -0.95
C (2.917, -2.959, 0.174)  0.10
C (-1.238, -0.431, 2.462)  0.85
C (-0.520, 0.099, 1.204)  0.79
C (-2.705, -3.071, -2.128)  -0.30
C (-2.355, 1.364, -0.405)  1.94
C (3.692, 1.576, 1.186)  -1.63
C (2.965, 2.709, -0.960)  -1.56
C (0.887, 0.340, 1.310)  -0.08
C (-2.249, 2.323, -1.602)  -2.07
C (-1.709, -3.070, -0.175)  -0.79
C (-2.681, -0.912, 2.301)  -1.87
C (-2.890, 2.238, 0.750)  -1.73
C (-2.685, -3.728, -0.913)  -1.34
C (1.978, 3.371, 1.229)  -1.59
C (-0.965, 0.871, 0.032)  1.19
C (1.310, 1.278, 0.330)  1.12
C (5.402, -3.757, 0.197)  0.60
C (3.634, -1.972, -0.539)  0.09
H (-4.372, 0.694, -0.711)  0.54
H (-1.709, 3.235, -1.339)  0.39
H (2.155, 3.238, -1.462)  0.34
H (4.130, 0.709, 0.697)  0.23
H (-2.140, 2.963, 1.071)  0.30
H (1.157, 3.867, 0.711)  0.33
H (0.209, 2.070, -1.414)  0.46
H (-3.288, -3.226, -3.020)  0.53
H (-3.259, 2.619, -1.884)  0.47
H (-0.987, -1.908, 4.000)  0.48
H (1.515, -0.036, 2.101)  0.42
H (4.476, 2.328, 1.278)  0.47
H (-3.283, -4.568, -0.611)  0.49
H (2.780, 4.095, 1.371)  0.49
H (-3.753, 2.795, 0.384)  0.54
H (-0.198, 1.053, 3.684)  0.29
H (-3.214, 1.671, 1.615)  0.27
H (-3.218, -0.039, -1.807)  0.25
H (0.543, -1.265, 3.450)  0.30
H (-2.770, -1.765, 1.636)  0.30
H (-3.041, -1.224, 3.282)  0.61
H (3.777, 3.422, -0.814)  0.51
H (-1.682, 0.423, 4.398)  0.46
H (3.324, 1.930, -1.628)  0.26
H (-1.542, -1.443, -2.799)  0.13
H (-3.355, -0.140, 1.947)  0.20
H (3.395, 1.294, 2.197)  0.35
H (-1.372, -3.286, 0.822)  0.70
H (-3.325, -0.600, -0.137)  0.09
H (-1.784, 1.871, -2.471)  0.31
H (-1.766, 1.610, 3.099)  0.24
H (-0.329, -2.436, 2.463)  0.18
H (1.629, 3.052, 2.212)  0.32

## Properties
HOMO-LUMO gap (spin up / spin down)   6.78 / 6.22 eV
Total charge   +1
2S+1   1
ΔE to the lowest compared entry with this formula, charge and spin   0.0000 eV

DFT (ωB97M-V/def2-TZVPD) results for a structure of composition C23H33Cl2DyN4O4 in a non-equilibrium geometry.

Last column: Mulliken spin population.
Geometry (Å):
Dy (0.164, -0.071, -0.635)  5.92
Cl (-1.810, 1.149, -1.848)  -0.02
Cl (2.109, -1.728, -0.687)  -0.02
O (1.445, 0.858, 1.112)  -0.02
O (-0.198, -1.484, -2.471)  -0.11
O (2.109, -2.039, 4.536)  0.00
O (-1.114, 1.465, 1.112)  -0.06
N (-0.501, -1.480, 1.316)  -0.02
N (-3.012, 2.624, 1.711)  0.00
N (0.659, -3.482, 5.551)  0.00
N (3.293, 1.198, 2.427)  0.00
C (2.548, 1.602, 3.612)  0.00
C (-1.799, -1.757, 1.500)  -0.01
C (-1.767, -4.133, -6.746)  0.00
C (-2.156, -2.788, -6.772)  0.00
C (-1.759, -1.915, -5.751)  0.00
C (-1.373, -2.800, 3.623)  0.00
C (-4.424, 2.808, 1.391)  0.00
C (2.687, 0.807, 1.311)  0.04
C (-2.352, 1.551, 1.271)  0.00
C (2.295, 4.209, -1.410)  -0.07
C (-2.313, 3.814, 2.167)  0.00
C (1.347, 1.918, -2.052)  -0.61
C (-0.603, -3.728, -4.645)  0.00
C (-1.004, -4.591, -5.670)  0.00
C (-0.998, -2.361, -4.647)  0.01
C (-2.261, -2.449, 2.622)  0.00
C (4.737, 1.102, 2.579)  0.00
C (-0.017, -2.465, 3.471)  0.01
C (1.740, 1.390, -3.349)  0.00
C (0.384, -1.835, 2.281)  -0.01
C (-0.726, -1.345, -3.602)  -0.02
C (1.375, 2.997, -1.317)  0.08
C (1.038, -2.646, 4.534)  0.00
H (-1.244, 3.622, 2.178)  0.00
H (-2.054, -0.856, -5.816)  0.00
H (5.196, 0.725, 1.660)  0.00
H (3.342, 0.409, 0.527)  0.00
H (-2.479, -1.420, 0.721)  -0.02
H (2.701, 0.871, 4.415)  0.00
H (-0.734, -5.645, -5.646)  0.00
H (-3.011, 0.705, 1.020)  0.00
H (3.159, 4.130, -0.735)  0.01
H (1.491, 1.660, 3.366)  0.00
H (1.443, -1.615, 2.062)  0.00
H (-2.076, -4.810, -7.546)  0.00
H (-2.774, -2.407, -7.598)  0.00
H (0.665, 3.086, -0.471)  -0.05
H (0.010, -4.103, -3.833)  0.00
H (0.846, 1.002, -3.873)  -0.01
H (-4.545, 3.673, 0.714)  0.00
H (-1.106, -0.328, -3.792)  0.00
H (2.379, 0.494, -3.209)  0.00
H (2.668, 4.375, -2.428)  0.00
H (-4.797, 1.904, 0.897)  0.00
H (2.258, 2.106, -4.018)  -0.03
H (-2.644, 4.078, 3.178)  0.00
H (4.996, 0.421, 3.401)  0.00
H (5.172, 2.086, 2.792)  0.00
H (2.904, 2.582, 3.951)  0.00
H (-2.550, 4.652, 1.498)  0.00
H (1.356, -3.651, 6.264)  0.00
H (1.738, 5.095, -1.089)  0.00
H (-0.013, -4.230, 5.381)  0.00
H (-1.717, -3.315, 4.512)  0.00
H (-5.011, 2.988, 2.301)  0.00
H (-3.311, -2.682, 2.686)  0.00

## Properties
HOMO-LUMO gap (spin up / spin down)   5.52 / 5.89 eV
2S+1   6
ΔE to the lowest compared entry with this formula, charge and spin   3.9558 eV